# 1
Molecular formula: C18H22N2O3S2
Method: DFT, ωB97M-V/def2-TZVPD

Atoms and positions in Å:
C (-5.4870, -1.7930, 0.6203)
H (-6.4300, -2.3309, 0.6171)
H (-4.7510, -2.3326, 0.0320)
H (-5.1460, -1.6508, 1.6414)
S (-5.8414, -0.1861, -0.1453)
C (-4.2866, 0.6451, -0.1328)
C (-3.1262, 0.0768, 0.3708)
C (-1.9408, 0.8009, 0.3394)
C (-1.9163, 2.0887, -0.1882)
C (-3.0815, 2.6454, -0.6858)
C (-4.2640, 1.9338, -0.6623)
H (-5.1760, 2.3610, -1.0486)
H (-3.0649, 3.6435, -1.0962)
H (-0.9889, 2.6430, -0.2098)
N (-0.7396, 0.2758, 0.8349)
C (-0.4340, -1.0042, 1.1591)
O (-1.2049, -1.9403, 1.1546)
C (1.0585, -1.1591, 1.4741)
N (1.7979, -0.8529, 0.2698)
S (2.5658, -2.1546, -0.4479)
O (3.4166, -1.6481, -1.4798)
O (3.1394, -2.9862, 0.5701)
C (1.1854, -3.0568, -1.1894)
H (1.5539, -4.0404, -1.4512)
H (0.8626, -2.5212, -2.0710)
H (0.3878, -3.1344, -0.4616)
C (2.3077, 0.4515, 0.0614)
C (3.0923, 1.0651, 1.0323)
C (3.5845, 2.3475, 0.8522)
C (3.2785, 3.0104, -0.3316)
C (2.5130, 2.3979, -1.3043)
C (2.0125, 1.1130, -1.1322)
C (1.1980, 0.4536, -2.1998)
H (0.3506, -0.0781, -1.7701)
H (0.8330, 1.1881, -2.9136)
H (1.8251, -0.2657, -2.7251)
H (2.2945, 2.9258, -2.2212)
H (3.6529, 4.0107, -0.4924)
C (4.4332, 3.0075, 1.8955)
H (4.5959, 2.3467, 2.7426)
H (5.4006, 3.2796, 1.4765)
H (3.9569, 3.9207, 2.2510)
H (3.3340, 0.5186, 1.9328)
H (1.3374, -0.5009, 2.3030)
H (1.2746, -2.1912, 1.7561)
H (0.0371, 0.9255, 0.8097)
H (-3.1144, -0.9160, 0.7829)

Results
- Spin multiplicity: 1
- Charge: 0
- Energy relative to the best compared isomer or geometry (same formula, charge and spin): 18.8 kJ/mol
- SMILES: CSc1cccc(NC(=O)CN(c2cc(C)ccc2C)S(C)(=O)=O)c1
- Gap between HOMO and LUMO: 8.71 eV
- Energy: -49816.7880 eV
- LUMO: 0.620 eV



# 2
Molecular formula: C3H3PS
Method: DFT, ωB97M-V/def2-TZVPD

Atoms and positions in Å:
C (1.5728, -0.7593, 0.0440)
C (2.5654, 0.0919, -0.0792)
C (0.1986, -0.1534, -0.0009)
P (1.4893, -2.5672, 0.0180)
S (3.8265, 1.0018, -0.0192)
H (-0.2066, -0.1736, -0.9173)
H (0.5238, 0.9308, 0.2310)
H (-0.4051, -0.4339, 0.7725)

Results
- Spin multiplicity: 1
- Charge: 0
- Energy relative to the best compared isomer or geometry (same formula, charge and spin): 193.9 kJ/mol
- Gap between HOMO and LUMO (alpha / beta): 6.94 / 6.28 eV
- Energy: -23279.4388 eV
- LUMO (alpha / beta): -1.430 / -1.201 eV



# 3
Molecular formula: C11H8BF3N2O4
Method: DFT, ωB97M-V/def2-TZVPD

Atoms and positions in Å:
F (3.7782, -1.8773, 1.1861)
C (3.9789, -0.5396, 1.2680)
N (5.2942, -0.1700, 1.4507)
C (5.2927, 1.2461, 1.4652)
C (3.9164, 1.7174, 1.3075)
N (3.1236, 0.5154, 1.2040)
C (1.6880, 0.3844, 1.0326)
C (0.9768, -0.8908, 1.3602)
C (-0.4904, -1.0463, 1.1641)
C (-1.3294, 0.0544, 0.6393)
C (-0.6326, 1.3332, 0.3132)
C (0.8312, 1.4966, 0.5075)
H (6.0456, -0.8548, 1.5257)
H (6.2439, 1.8140, 1.5729)
H (3.5589, 2.7697, 1.2739)
H (1.5071, -1.7869, 1.7802)
H (-0.9775, -2.0215, 1.4308)
H (-2.4299, -0.1090, 0.4886)
H (-1.2559, 2.1627, -0.0999)
H (1.2995, 2.4911, 0.2569)
B (-4.9681, -1.2134, -3.3269)
O (-4.1218, 0.0011, -3.2401)
C (-3.8042, 0.1742, -1.9724)
O (-3.1179, 1.0767, -1.5501)
C (-4.4157, -0.9059, -1.1551)
O (-4.3108, -1.0321, 0.0456)
O (-5.0959, -1.7186, -1.9382)
F (-4.3429, -2.1863, -4.1442)
F (-6.2421, -0.8847, -3.8463)

Results
- Spin multiplicity: 1
- Charge: 0
- Energy relative to the best compared isomer or geometry (same formula, charge and spin): 0.0 kJ/mol
- Gap between HOMO and LUMO: 7.32 eV
- Energy: -31537.4627 eV
- LUMO: -1.651 eV